This record from OMol25 describes 3 unconnected molecules or ions with the total composition H5O3. The level of theory is ωB97M-V with the def2-TZVPD basis set.

```
8
Properties=species:S:1:pos:R:3:lowdin_charge:R:1
O 0.264 -0.161 -0.757 -0.438
H 0.558 -0.049 -1.663 -0.092
O 1.589 1.576 0.667 -0.177
H 0.742 1.789 1.082 -0.002
H 1.305 0.797 0.099 -0.044
O -1.865 -1.390 0.042 -0.180
H -1.519 -1.659 0.896 -0.014
H -1.073 -0.904 -0.366 -0.053
```

The total charge is -1. As for the energy: -228.74846 hartree.



This record from OMol25 describes 3 unconnected molecules or ions with the total composition C3H13NO2. The level of theory is ωB97M-V with the def2-TZVPD basis set.

```
19
Properties=species:S:1:pos:R:3:lowdin_charge:R:1
C 1.209 0.080 -0.951 -0.132
C 0.481 1.142 -0.016 -0.277
N -0.907 1.489 -0.556 -0.169
C -1.927 0.392 -0.410 -0.132
H 2.068 -0.452 -0.554 0.039
H 0.496 -0.881 -1.195 0.100
H 1.516 0.489 -1.971 0.078
H 0.433 0.744 1.128 0.148
H 1.179 2.069 0.010 0.124
H -0.829 1.583 -1.576 0.106
H -2.902 0.908 -0.848 0.117
H -2.088 0.014 0.573 0.054
H -1.866 -0.525 -1.032 0.059
H 1.726 -5.896 0.418 0.094
H 1.610 -4.707 1.432 0.014
O 2.263 -5.329 1.104 -0.108
H -0.846 2.737 2.244 0.025
H -0.793 2.762 0.690 -0.002
O -0.822 3.383 1.509 -0.139
```

As for the energy: -327.26196 hartree.



This record from OMol25 describes a single C3H4N2O molecule. The level of theory is ωB97M-V with the def2-TZVPD basis set.

```
10
Properties=species:S:1:pos:R:3:lowdin_charge:R:1
C -0.483 1.422 1.614 -0.009
C -0.048 -0.364 -0.911 -0.156
C 0.524 -1.519 -1.393 -0.304
H -0.782 2.324 1.913 0.026
H -0.474 0.618 2.305 0.071
H -0.891 0.380 -1.517 0.192
H -0.326 -2.213 -1.759 0.132
N 0.291 1.261 0.634 -0.031
N 0.505 -0.027 0.228 0.037
O 1.685 -1.880 -1.115 0.042
```

As for the energy: -301.31219 hartree.



Strongest force on any atom, record by record: 0.58, 3.44, 6.83 eV/Å
Orbital gap, record by record: 0.327, 0.374, 0.336 Eh
Relative energy (zero: lowest compared OMol25 entry of this formula, charge and spin), record by record: 0.068, 2.174, 4.763 eV